The following is a quantum chemistry calculation of C8H16N4O2 in the gas phase, from the Open Molecules 2025 dataset.

Positions of all 30 atoms, in Å:
1 C -2.279 1.450 0.092
2 C 2.599 1.875 0.489
3 H 0.471 1.369 1.035
4 H -3.873 -1.027 1.733
5 H 2.677 -0.921 -0.144
6 H 3.583 1.276 0.477
7 N -0.606 -0.245 -2.173
8 N 1.110 0.195 -0.493
9 H 0.076 -2.598 -0.925
10 H -4.132 0.698 1.760
11 N -1.876 -0.888 0.115
12 C -2.665 0.036 0.444
13 H -0.674 2.477 -0.905
14 H 1.481 -3.189 -0.278
15 C 1.765 -1.133 -0.759
16 O 1.859 0.016 1.771
17 H 1.561 -0.871 1.534
18 H 2.574 2.675 1.280
19 C 0.834 -2.293 -0.293
20 C 1.370 0.889 0.777
21 H -0.571 -1.574 0.736
22 H -0.203 -1.160 -2.498
23 H 2.597 2.418 -0.368
24 H -3.044 2.152 0.261
25 H 1.788 -1.206 -1.821
26 O 0.331 -2.008 0.967
27 C -0.315 0.239 -0.927
28 N -3.809 -0.107 1.171
29 H -1.523 -0.050 -2.437
30 C -1.104 1.506 -0.625

For the max |F|, the calculation gives 5.0 eV Å⁻¹. The value obtained for the energy relative to the best compared isomer or geometry (same formula, charge and spin) is 85.83 kcal/mol. The HOMO energy (spin up / spin down) comes out at -0.2823 / -0.2824 Eh. As for the spin multiplicity: 1.



The following is a quantum chemistry calculation of 9 unconnected molecules or ions with the total composition C27H35F8O24PS, from the Open Molecules 2025 dataset.

Positions of all 96 atoms, in Å:
1 O -1.542 1.142 -7.898
2 C -5.059 5.093 -6.877
3 C -0.650 1.580 -9.955
4 O -8.556 -0.894 -1.446
5 C 7.228 -4.304 6.668
6 O -6.335 1.949 -7.074
7 H 3.988 -1.505 1.368
8 O 3.405 4.780 6.232
9 C -1.827 2.432 -8.224
10 C 2.631 -3.121 0.906
11 F 1.899 5.009 4.564
12 F -6.816 -3.275 -3.219
13 O -2.414 -1.732 -3.643
14 C 2.916 -1.689 1.355
15 H 6.885 -3.850 5.737
16 H 3.360 -1.635 9.257
17 C -1.147 0.450 -9.068
18 H 4.511 -2.986 4.206
19 O -3.156 0.240 -4.424
20 H -7.164 5.682 -6.520
21 F -6.592 6.179 -8.359
22 H 3.098 0.129 9.442
23 O -6.912 4.040 -7.715
24 H 0.915 -2.017 9.388
25 F 7.928 -5.423 6.379
26 H -5.993 -2.074 -1.863
27 F -0.111 0.937 -3.945
28 F -0.173 -0.431 -8.758
29 O -7.182 -1.051 -3.184
30 F -5.307 -0.866 -6.874
31 C -8.172 -2.269 -1.527
32 H -3.470 0.780 -6.396
33 O 4.881 -3.496 8.969
34 H -4.384 5.200 -7.727
35 O 3.253 -1.916 -3.538
36 C 7.988 -3.359 7.581
37 O 6.932 -2.795 8.365
38 C -6.932 -2.206 -2.403
39 H -2.005 -0.099 -9.458
40 C -4.045 0.633 -5.484
41 C -6.497 5.330 -7.309
42 H 5.551 -1.229 2.724
43 C 2.726 4.129 5.176
44 C 1.978 3.025 5.896
45 H 1.861 2.105 5.334
46 F 0.941 -0.409 10.559
47 H 3.462 3.784 4.447
48 O 2.809 2.795 7.038
49 H 3.167 -1.080 5.056
50 C 1.258 -0.982 9.376
51 H 3.708 0.245 4.027
52 C 0.402 -0.097 -3.240
53 P 5.188 -1.747 3.987
54 C 3.559 3.898 7.261
55 H -0.832 1.434 -11.015
56 H -4.560 1.546 -5.214
57 O -2.379 3.199 -7.509
58 H 6.475 -2.485 4.013
59 H 5.627 -0.989 5.102
60 C 1.398 -0.242 7.252
61 O -5.096 3.723 -6.479
62 O -1.409 2.695 -9.481
63 O 1.065 0.109 6.166
64 H 2.477 -0.988 0.644
65 S 2.182 -1.336 2.984
66 O 6.098 -4.639 7.454
67 C -8.031 -0.229 -2.498
68 H -7.997 -2.661 -0.530
69 H -8.952 -2.838 -2.033
70 O -8.253 0.895 -2.785
71 H -0.399 -0.801 -3.013
72 H 8.522 -2.569 7.063
73 H 0.673 0.371 -1.107
74 H 1.644 1.354 -2.244
75 H 1.003 3.389 6.224
76 C 5.873 -3.630 8.332
77 O -4.088 -1.636 -5.146
78 C 2.719 -0.797 9.006
79 C 1.219 0.368 -2.046
80 H 0.411 1.755 -9.768
81 H -5.821 -0.556 -4.967
82 H 2.673 -3.191 -0.185
83 H -4.728 5.710 -6.049
84 C 3.536 -0.840 4.058
85 C -3.144 -1.099 -4.341
86 H 8.664 -3.923 8.225
87 O 2.266 -0.602 -1.999
88 O 1.383 -0.750 -4.032
89 C -6.134 3.119 -7.088
90 O 4.259 4.070 8.199
91 C -4.941 -0.588 -5.605
92 C 2.392 -1.167 -3.227
93 O 2.641 -0.649 7.581
94 H 1.639 -3.446 1.227
95 O 0.586 -0.291 8.335
96 H 3.351 -3.825 1.329

For the max |F|, the calculation gives 0.3 eV Å⁻¹. The HOMO energy comes out at -0.3006 Eh. As for the spin multiplicity: 1. Its SMILES is O=C1OC[C@@H](F)O1.O=C1OC[C@@H](F)O1.O=C1OC[C@@H](F)O1.O=C1OC[C@@H](F)O1.O=C1OC[C@@H](F)O1.O=C1OC[C@@H](F)O1.O=C1OC[C@@H](F)O1.O=C1OC[C@@H](F)O1.CCSC[PH4].



Calculated calculated total energy in order - -683.7920; -4394.0831 Ha